C6H12O | ωB97M-V with the def2-TZVPD basis set

```
! wB97M-V def2-TZVPD RIJCOSX def2/J DEFGRID3
* xyz 0 1
C 1.24085 -0.80785 -0.07571
C -0.18939 1.64586 -0.77989
C 2.21496 -0.08852 0.83531
C -0.45275 0.54294 0.22006
O -0.61903 0.71767 1.41424
H 1.58232 -0.83913 -1.11076
H 1.07607 -1.82823 0.28324
H -1.08312 2.26498 -0.85902
H 0.63068 2.26396 -0.41516
H 0.05514 1.25389 -1.76555
H 2.52393 0.86949 0.41510
H 1.75331 0.09824 1.80509
H 3.11206 -0.68929 0.99870
C -1.62758 -0.52947 -0.54977
C -2.53834 -1.04343 0.26388
H -3.39641 -1.59789 -0.09443
H -1.74590 -0.49025 -1.62793
H -0.13495 -0.79232 -0.29365
H -2.40185 -0.95063 1.33624
*
```

Values from the calculation:
Electronic energy ... -8459.8017 eV
Kohn-Sham gap ... 9.7170 eV